Entry 1:
{
  "formula": "C14H15N3O2",
  "method": "wB97M-V/def2-TZVPD",
  "e_above_lowest_kcal_mol": 357.9,
  "elements": ["C", "N", "C", "H", "H", "H", "C", "C", "H", "H", "O", "C", "N", "C", "N", "C", "C", "O", "C", "C", "C", "C", "C", "C", "H", "H", "H", "H", "H", "H", "H", "H", "H", "H"],
  "xyz": [[4.245045, 2.034087, 0.324695], [3.739288, 0.819548, 0.759634], [4.193810, 0.643959, 2.084064], [5.172311, 0.321330, 2.141649], [3.831524, 1.232947, 2.590050], [3.445780, -0.400814, 2.549896], [3.697345, -0.447993, 0.069373], [3.037114, -0.168530, -1.561435], [3.003883, -1.142024, -2.027596], [3.575529, 0.501710, -2.095213], [1.667327, 0.475327, -1.274031], [0.745522, -0.455300, -0.835089], [1.204935, -1.977404, -0.526567], [0.288618, -2.505260, 0.164175], [-0.992300, -2.328384, 0.276862], [-1.419535, -1.099350, 0.214807], [-0.431028, -0.299914, -0.437196], [-1.104861, 1.002882, -0.643443], [-2.247073, 1.022817, -0.361305], [-3.372892, 1.929182, -0.222091], [-4.635118, 1.526881, 0.056076], [-4.961868, 0.354891, 0.815706], [-3.864502, -0.590503, 0.759682], [-2.661672, -0.322854, 0.393178], [-4.044701, -1.520978, 0.855427], [-5.748680, 0.054194, 1.018920], [-5.373883, 2.076018, 0.126634], [-3.104394, 3.025168, -0.769210], [0.526344, -3.629198, 0.475080], [3.417573, -1.233168, 0.490818], [4.867665, -0.393729, -0.362048], [4.003002, 2.819375, 0.822280], [5.308803, 1.962912, 0.092259], [3.692963, 2.178311, -0.719876]],
  "forces_ev_per_a": [[0.3, -4.4, -8.7], [-2.8, -1.8, 2.7], [0.6, -14.7, -7.0], [2.4, -0.3, 0.6], [-5.4, 11.5, 9.7], [2.4, 2.7, -1.1], [6.5, 10.8, -10.3], [-2.5, -2.1, 6.3], [-0.6, 0.0, -0.2], [1.4, 2.2, -1.4], [-0.3, -3.0, -0.8], [8.7, -4.1, -1.1], [0.6, 6.5, -0.9], [1.3, -6.9, -0.5], [-3.9, 0.2, 3.2], [0.8, 0.1, -2.0], [-7.9, 4.9, 1.8], [9.8, 1.5, -3.4], [-12.3, -3.7, 7.3], [5.0, 3.4, -4.6], [4.2, -6.5, 3.6], [16.8, 3.8, -6.3], [-4.6, 4.9, 1.0], [6.6, 3.2, -4.3], [-1.6, -6.7, 1.7], [-13.5, -4.5, 3.4], [-6.7, 6.4, -0.5], [-1.3, -2.8, 1.6], [0.1, 2.2, -0.4], [-2.6, -6.4, 3.9], [-2.1, -1.8, 1.0], [-1.5, 4.7, 3.8], [0.6, 0.3, 0.0], [1.4, 0.3, 1.7]],
  "mulliken_charge": [-1.0360, 0.2425, -1.4653, 0.3900, 0.7824, 0.2141, -1.1626, -0.9982, 0.3874, 0.6560, -0.3477, 0.7481, -0.3880, -0.1687, -0.5631, 0.0444, 0.4450, -0.3602, 0.5911, -0.7437, -0.5665, -1.2951, 0.1112, -0.2558, 0.6355, 0.7878, 0.6119, 0.1597, 0.2943, 0.9598, 0.2837, 0.4185, 0.3630, 0.2248]
}



Entry 2:
{
  "formula": "C42H54F30O24S",
  "method": "wB97M-V/def2-TZVPD",
  "smiles": "CCOC(=O)C(F)(F)F.CCOC(=O)C(F)(F)F.CCOC(=O)C(F)(F)F.CCOC(=O)C(F)(F)F.CCOC(=O)C(F)(F)F.CCOC(=O)C(F)(F)F.CCOC(=O)C(F)(F)F.CCOC(=O)C(F)(F)F.CCOC(=O)C(F)(F)F.CCOC(=O)C(F)(F)F.O=S1(=O)OCCO1",
  "elements": ["C", "C", "O", "C", "O", "C", "F", "F", "F", "H", "H", "H", "H", "H", "C", "C", "O", "C", "O", "C", "F", "F", "F", "H", "H", "H", "H", "H", "C", "C", "O", "C", "O", "C", "F", "F", "F", "H", "H", "H", "H", "H", "C", "C", "O", "C", "O", "C", "F", "F", "F", "H", "H", "H", "H", "H", "C", "C", "O", "C", "O", "C", "F", "F", "F", "H", "H", "H", "H", "H", "C", "C", "O", "C", "O", "C", "F", "F", "F", "H", "H", "H", "H", "H", "C", "C", "O", "C", "O", "C", "F", "F", "F", "H", "H", "H", "H", "H", "C", "C", "O", "C", "O", "C", "F", "F", "F", "H", "H", "H", "H", "H", "C", "C", "O", "C", "O", "C", "F", "F", "F", "H", "H", "H", "H", "H", "C", "C", "O", "C", "O", "C", "F", "F", "F", "H", "H", "H", "H", "H", "O", "S", "O", "O", "C", "C", "O", "H", "H", "H", "H"],
  "xyz": [[20.920930, -18.004000, 5.548230], [19.891950, -17.124160, 6.347610], [20.397320, -17.132530, 7.689300], [19.870310, -16.310240, 8.609100], [19.001870, -15.487250, 8.362730], [20.528970, -16.503740, 10.012770], [20.979520, -17.666330, 10.358880], [21.550220, -15.598850, 10.145550], [19.629090, -16.065020, 10.860710], [21.878220, -17.482750, 5.547790], [20.528200, -18.129190, 4.539170], [21.114500, -18.950550, 6.052870], [18.988800, -17.721990, 6.470170], [19.742140, -16.127850, 5.931630], [16.599830, -22.612000, 2.359010], [18.010000, -21.950240, 2.369790], [19.013850, -22.797110, 2.799660], [20.303070, -22.571880, 2.613710], [20.761150, -21.648030, 1.942620], [21.191620, -23.634420, 3.236440], [20.555130, -24.483880, 3.979430], [21.832200, -24.292190, 2.230790], [22.133840, -23.036620, 4.011260], [16.534540, -23.603420, 1.910760], [15.839250, -21.879500, 2.088730], [16.321030, -22.704650, 3.408670], [18.069600, -21.040950, 2.967910], [18.159240, -21.721730, 1.314510], [13.999480, -16.062330, -0.548350], [13.611590, -15.494690, -1.956960], [13.122440, -14.104900, -1.917330], [12.190170, -13.686550, -2.823460], [11.604130, -14.352380, -3.659050], [11.932160, -12.135940, -2.675670], [11.490080, -11.608490, -3.839770], [10.922920, -12.011780, -1.685750], [12.973880, -11.504660, -2.144090], [13.079550, -16.299090, -0.013780], [14.614980, -15.293820, -0.080740], [14.623120, -16.947460, -0.673720], [12.910940, -16.030880, -2.597020], [14.522640, -15.351550, -2.537990], [16.343660, -10.993890, 10.958830], [15.266400, -9.839880, 10.701330], [14.046070, -9.974310, 11.310210], [13.385750, -8.826540, 11.571710], [13.818770, -7.684630, 11.298220], [11.991840, -8.990830, 12.228000], [12.174680, -8.381340, 13.396040], [11.021840, -8.363460, 11.593650], [11.569760, -10.241110, 12.351640], [17.232450, -10.848560, 10.344790], [15.943300, -11.965660, 10.669920], [16.774010, -11.001180, 11.960250], [15.226950, -9.901790, 9.613810], [15.740070, -8.900590, 10.986760], [8.700170, -18.917390, 12.574470], [9.727620, -19.691880, 11.671160], [9.388930, -19.579030, 10.257030], [10.037120, -20.272270, 9.236270], [10.848190, -21.143360, 9.480530], [9.535850, -20.011400, 7.883160], [9.319310, -21.135960, 7.179570], [8.465870, -19.277270, 7.859850], [10.454010, -19.289450, 7.212300], [7.772470, -19.325010, 12.172850], [8.664330, -17.828730, 12.534020], [8.834550, -19.210280, 13.615760], [9.933490, -20.716820, 11.979730], [10.668840, -19.189510, 11.894410], [21.336500, -21.797060, 9.313410], [19.914670, -22.037690, 8.790690], [18.963280, -21.152440, 9.332120], [17.777260, -20.989430, 8.709370], [17.527570, -21.230080, 7.500570], [16.734950, -20.141710, 9.550920], [16.388340, -20.767980, 10.723380], [17.262280, -18.967060, 9.924810], [15.631710, -19.930260, 8.910090], [21.490580, -20.755610, 9.031030], [22.143880, -22.331980, 8.813320], [21.431990, -21.784240, 10.399140], [19.570620, -23.069960, 8.855170], [19.986730, -21.775750, 7.735090], [14.619380, -6.052470, 6.759340], [15.154010, -6.672470, 5.467460], [14.077840, -7.242070, 4.720300], [13.736440, -8.505880, 4.846130], [14.421260, -9.279410, 5.520950], [12.378700, -8.901260, 4.247780], [12.448200, -9.251580, 2.905700], [11.844170, -9.858780, 4.877100], [11.513280, -7.907420, 4.323250], [15.381290, -6.170320, 7.529870], [13.819650, -6.664270, 7.176750], [14.361950, -5.013570, 6.553160], [16.001520, -7.327580, 5.669140], [15.594540, -5.887080, 4.853280], [14.491240, -15.683340, 13.253800], [13.761170, -16.686560, 14.081920], [14.171380, -16.768240, 15.452080], [13.638720, -17.790380, 16.177070], [12.837340, -18.711330, 15.877910], [14.197460, -17.829500, 17.616500], [15.005830, -16.831160, 17.937740], [13.140920, -17.873570, 18.521130], [14.808320, -19.025130, 17.841210], [15.518060, -15.979820, 13.039720], [14.635400, -14.701390, 13.704480], [14.029620, -15.614460, 12.268780], [13.980870, -17.664840, 13.654340], [12.689760, -16.505820, 13.995240], [10.221330, -19.119390, -0.699150], [9.418090, -18.783090, 0.472350], [9.596240, -17.426080, 0.703490], [9.142360, -16.933310, 1.898990], [8.621430, -17.597640, 2.763000], [9.188620, -15.390870, 2.048380], [8.012200, -14.681520, 2.156580], [9.838530, -15.121840, 3.196030], [9.959460, -14.797570, 1.078480], [9.975690, -18.516610, -1.573470], [10.092390, -20.177670, -0.926090], [11.286370, -18.906350, -0.607560], [9.875310, -19.189620, 1.374450], [8.359850, -18.967570, 0.287420], [17.180660, -8.317580, -1.811940], [18.374010, -8.412230, -0.826860], [18.418780, -9.713740, -0.189040], [17.469230, -9.978940, 0.795440], [16.817880, -9.181720, 1.429000], [17.437190, -11.502680, 1.163610], [18.138480, -12.257230, 0.382380], [17.883210, -11.695090, 2.475210], [16.131620, -11.808610, 1.146820], [17.167260, -7.296210, -2.192340], [16.237620, -8.386200, -1.269640], [17.210030, -8.961420, -2.690970], [18.298910, -7.531290, -0.189370], [19.336290, -8.294160, -1.325000], [16.230300, -17.030900, 3.587570], [14.968260, -16.974520, 4.383190], [13.933220, -17.943050, 4.105600], [15.269700, -16.710480, 5.962350], [14.443060, -15.775970, 6.489750], [14.171990, -14.701420, 5.380580], [14.257360, -15.455600, 4.214410], [13.504490, -16.278070, 6.724430], [14.960650, -15.413120, 7.377750], [14.840850, -13.847410, 5.273810], [13.171770, -14.274810, 5.455840]],
  "forces_ev_per_a": [[-0.6, 1.4, 0.7], [0.7, -2.2, -0.3], [0.7, 0.8, 1.7], [-0.9, 0.3, -2.2], [1.6, -1.4, 1.0], [0.1, 2.9, -0.5], [0.1, -1.2, -0.2], [0.1, -0.6, -0.6], [-1.0, -0.4, 1.2], [0.0, 0.1, -0.3], [0.3, -0.2, 0.0], [-0.4, -0.1, -0.1], [-0.5, 0.5, -0.7], [0.0, -0.1, 0.3], [0.8, 0.6, 2.4], [-1.7, 0.9, -2.2], [1.1, -2.3, 1.4], [-0.3, 2.9, -2.4], [-0.7, -1.9, 1.7], [1.6, 0.5, -0.5], [-0.6, -1.0, 0.6], [-0.4, 0.3, 0.7], [-0.4, -0.2, -0.5], [0.1, 0.4, -0.4], [0.3, -0.1, -1.0], [0.0, -0.6, 0.3], [-0.4, 0.1, -0.1], [0.6, 0.5, 0.0], [-0.9, 1.0, -1.6], [0.7, 0.4, -0.5], [-1.3, 0.6, -0.3], [0.3, -1.3, -0.5], [1.1, 1.1, 1.6], [-1.6, -0.9, 1.7], [0.8, -0.3, 1.6], [1.1, -0.1, -1.9], [-0.2, 0.2, -1.0], [0.3, 0.1, 0.4], [-0.3, -0.1, 0.4], [-0.2, 0.0, -0.1], [0.0, -0.4, 0.5], [0.1, -0.4, 0.0], [-1.0, 0.6, 0.4], [4.5, -0.8, -1.1], [-2.4, 0.2, 1.3], [1.9, 2.8, -2.2], [-1.7, -3.8, 1.1], [0.7, 0.2, -0.3], [-0.5, -0.3, 1.0], [-0.1, 0.7, -0.6], [0.5, -0.4, 0.6], [-0.3, 0.4, -0.4], [-0.1, 0.0, 0.3], [-0.5, -0.2, 0.3], [-0.8, 0.6, -0.1], [-0.2, 0.0, -0.1], [-0.3, -1.7, -1.5], [1.2, 1.3, 0.8], [0.1, 0.1, -1.5], [0.9, -2.2, 5.8], [-0.8, 1.4, -0.9], [0.2, 0.7, -2.6], [0.1, 0.2, 0.6], [-1.7, 0.4, 0.2], [0.7, -0.2, 0.0], [-0.6, 0.4, 0.6], [0.4, -0.2, -0.5], [0.0, -0.2, -0.1], [-0.7, -0.1, -0.2], [0.4, 0.0, -0.8], [-0.8, 1.6, 0.4], [1.4, -0.9, -1.9], [-2.1, 0.6, 1.1], [0.1, 0.4, -4.0], [0.9, 0.3, 4.5], [0.9, -1.0, 1.9], [0.5, 0.0, -0.8], [0.3, 0.0, -0.4], [-0.6, 0.1, -1.0], [0.4, 0.2, 0.1], [-0.5, -0.5, 0.1], [0.0, -0.5, 0.0], [-0.1, 0.1, 0.3], [-0.2, -0.4, -0.3], [0.5, -0.7, -0.1], [0.8, 0.5, 0.7], [-1.0, 0.3, -1.4], [3.1, -1.1, 2.6], [-1.9, 0.7, -1.6], [0.3, 1.4, -2.8], [0.5, 0.4, 1.3], [-0.5, -2.9, 1.6], [-0.2, 1.4, -0.1], [0.2, 0.6, -0.1], [-0.4, 0.3, -0.3], [-0.3, -0.2, 0.6], [-0.6, -0.7, -0.2], [-0.4, -0.1, -0.3], [1.5, 0.6, 0.0], [-0.5, -1.0, -0.9], [-0.9, -1.1, 1.2], [-1.8, -2.3, -1.0], [2.9, 3.9, 0.2], [-1.1, -1.3, 1.8], [-0.2, -0.3, -0.1], [1.0, 0.8, -1.2], [0.2, 1.1, -0.6], [0.1, -0.4, 0.1], [-0.6, 0.1, 0.0], [-0.3, 0.2, 0.2], [-0.4, -0.1, -0.1], [-0.1, -0.1, 0.4], [1.1, -0.4, -1.8], [0.3, -0.5, 1.2], [-0.4, 4.2, 1.6], [-1.6, -1.6, -0.8], [0.8, 0.8, -0.8], [1.4, 2.4, 0.1], [1.2, -1.8, -0.8], [-0.2, -0.5, 0.0], [-1.2, -0.8, 0.5], [-0.6, -0.2, -0.1], [0.1, 0.0, -0.2], [0.1, -0.2, 0.6], [-0.8, -1.2, 0.0], [0.0, -0.4, 0.5], [0.5, 0.6, 0.4], [-0.8, 0.2, -1.2], [-1.7, -0.1, 1.5], [1.5, 1.4, 0.3], [0.8, -1.0, -1.4], [-0.6, 1.5, 2.1], [0.3, -0.8, -0.6], [-0.5, 0.4, -1.8], [0.4, -0.7, -0.1], [0.2, 0.1, -0.1], [0.0, -0.4, 0.0], [0.1, -0.3, 0.4], [-0.1, -0.6, 0.8], [-0.1, -0.4, -0.1], [-3.4, 0.1, 2.7], [1.0, 1.7, -2.2], [1.4, 1.0, 0.9], [2.1, -2.7, -2.6], [-1.6, 2.2, 0.9], [0.1, -0.1, 1.0], [0.7, -2.3, -1.6], [-0.2, 0.3, 0.4], [-0.4, 0.2, 0.0], [0.5, -0.2, 0.5], [-0.1, -0.3, 0.1]],
  "mulliken_charge": [-1.1629, -0.1275, -0.2420, 0.3886, -0.5853, 0.8933, -0.1856, -0.2845, -0.2454, 0.3322, 0.4003, 0.2496, 0.2259, 0.3425, -1.1737, -0.1767, -0.2231, 0.3963, -0.5572, 0.8557, -0.2192, -0.2528, -0.2486, 0.3167, 0.3868, 0.2995, 0.3254, 0.2716, -0.8626, -0.3977, -0.2254, 0.3794, -0.5390, 0.8245, -0.2161, -0.2477, -0.2035, 0.1856, 0.2799, 0.3707, 0.3973, 0.2617, -1.2245, -0.1079, -0.2407, 0.4552, -0.5572, 0.8190, -0.2399, -0.2384, -0.2309, 0.3870, 0.2929, 0.3419, 0.2023, 0.3430, -1.1008, -0.2360, -0.2185, 0.3274, -0.5227, 0.9251, -0.2416, -0.2292, -0.2628, 0.3290, 0.3029, 0.3566, 0.3457, 0.2244, -1.0688, -0.2147, -0.2401, 0.3808, -0.5464, 0.9210, -0.2794, -0.2266, -0.2348, 0.2212, 0.3647, 0.3159, 0.3291, 0.2800, -0.9677, -0.2569, -0.3223, 0.5127, -0.5701, 0.8020, -0.2537, -0.2244, -0.2546, 0.3140, 0.2942, 0.3131, 0.3035, 0.3111, -1.2790, -0.0156, -0.2370, 0.3761, -0.5386, 0.8463, -0.2157, -0.2541, -0.2432, 0.3107, 0.3438, 0.3617, 0.2828, 0.2627, -1.2454, -0.0561, -0.1818, 0.2967, -0.5086, 0.8257, -0.2465, -0.2576, -0.1993, 0.3277, 0.3926, 0.2695, 0.3101, 0.2697, -1.0799, -0.2049, -0.3018, 0.3348, -0.5169, 0.8674, -0.2257, -0.2611, -0.2253, 0.3805, 0.3231, 0.2887, 0.2892, 0.3273, -0.5006, 0.9329, -0.4742, -0.1568, -0.3358, -0.2788, -0.3222, 0.2991, 0.2978, 0.2894, 0.2445]
}



Number 1: gap between HOMO and LUMO 7.9 eV, molecular weight 257.29 g mol⁻¹. Number 2: gap between HOMO and LUMO 11.1 eV, molecular weight 1544.88 g mol⁻¹.